(a)
{
  "formula": "C2H5O2S",
  "method": "ωB97M-V with the def2-TZVPD basis set",
  "total_charge": -1,
  "mol_weight_g_mol": 93.13,
  "homo_lumo_gap_ev": 7.39,
  "species": ["C", "S", "H", "H", "H", "O", "C", "O", "H", "H"],
  "xyz": [[1.336, -0.880, 0.138], [0.262, -2.432, -0.551], [0.838, -0.599, 1.095], [2.251, -1.424, 0.290], [1.317, -0.010, -0.488], [-0.406, 2.713, 0.047], [-1.333, 1.879, -0.141], [-1.057, 0.694, -0.759], [-2.346, 2.069, 0.328], [-0.862, -2.009, 0.040]],
  "lowdin_charge": [-0.355, 0.480, 0.031, -0.026, 0.000, -0.170, -0.558, -0.278, 0.082, -0.206]
}

=====

(b)
{
  "formula": "C2H5O2S",
  "method": "ωB97M-V with the def2-TZVPD basis set",
  "total_charge": -1,
  "mol_weight_g_mol": 93.13,
  "homo_lumo_gap_ev": 7.57,
  "species": ["C", "S", "H", "H", "H", "O", "C", "O", "H", "H"],
  "xyz": [[-0.826, 0.320, 1.173], [-0.557, 2.155, 1.521], [0.000, 0.021, 0.527], [-1.724, 0.024, 0.647], [-0.640, -0.012, 2.187], [1.602, -1.634, -0.803], [0.825, -1.218, -1.688], [0.122, -0.185, -1.715], [0.696, -1.883, -2.572], [0.502, 2.412, 0.721]],
  "lowdin_charge": [-0.432, 0.522, -0.013, 0.025, -0.009, -0.145, -0.695, -0.153, 0.076, -0.177]
}

=====

Ranking the structures above by energy, (b) is first and the second is 0.691 eV behind.